DFT (ωB97M-V/def2-TZVPD) results for a gas-phase ion, C2H4NS (charge +1) in a non-equilibrium geometry.

Net charge   +1
Calculated total energy   -531.1908 a.u.
Highest occupied orbital energy   -0.526 Eh
Energy relative to the best compared isomer or geometry (same formula, charge and spin)   86.8 kJ/mol
Structure (SMILES)   [NH2+]=CC=S
LUMO level   -7.296 eV
HOMO-LUMO gap   7.010 eV

Geometry (Å):
C 0.309 0.219 0.011
C -1.203 0.724 -0.013
N 1.072 -0.878 -0.017
S -2.549 -0.283 0.003
H 0.838 1.157 -0.228
H -1.349 1.764 0.071
H 2.027 -0.794 0.029
H 0.856 -1.910 0.143

Atom charges from the Löwdin analysis, given in e for atoms 1 to 6:
1 C -0.014
2 C -0.505
3 N 0.228
4 S 0.822
5 H 0.137
6 H 0.030